1.
The following is a quantum chemistry calculation of a structure of composition C23H50BrGaO11PS, from the Open Molecules 2025 dataset.

Summary:
calculated total energy: -189726.31192 eV
charge: -1
LUMO: 0.0683 hartree
orbital gap: 5.59 eV

Each line ends with the Löwdin charge.
Positions of all 88 atoms, in Å:
C -3.986 -2.169 1.780  -0.200
C -4.239 -3.755 2.104  -0.612
S -3.341 -4.414 3.610  0.591
C -1.573 -3.739 3.516  -0.678
Ga -0.801 -3.924 1.574  0.093
P 0.386 -1.938 1.007  0.277
O -0.800 -0.832 0.370  -0.535
Br 1.898 -2.485 -0.629  0.106
H -4.040 -1.981 0.622  0.087
H -4.823 -1.569 2.383  0.073
H -2.960 -1.740 2.148  0.048
H -5.404 -3.893 2.312  0.071
H -3.995 -4.445 1.176  0.043
H -1.590 -2.598 3.865  0.011
H -0.821 -4.298 4.237  0.017
H -1.975 -4.031 0.451  -0.068
H 0.125 -5.238 1.506  -0.096
H -0.754 0.019 0.905  0.022
O -1.121 -7.144 -0.791  0.069
C -0.490 -6.942 -1.826  -0.506
O -0.053 -5.701 -2.134  -0.017
C 0.829 -5.390 -3.229  -0.236
C 0.052 -5.235 -4.522  -0.073
C -0.271 -8.051 -2.814  -0.007
H 1.635 -6.125 -3.305  0.113
H 1.304 -4.435 -2.982  0.079
H -0.459 -6.162 -4.799  0.062
H 0.718 -4.949 -5.340  0.076
H -0.723 -4.469 -4.413  0.086
H -1.167 -8.170 -3.431  0.093
H -0.090 -8.981 -2.258  0.091
H 0.593 -7.909 -3.459  0.062
O -3.078 1.350 1.784  0.074
C -4.223 1.792 1.826  -0.491
O -5.279 0.999 1.541  -0.019
C -6.658 1.371 1.721  -0.224
C -7.165 2.158 0.528  -0.069
C -4.468 3.247 2.107  0.004
H -6.802 1.898 2.668  0.113
H -7.223 0.436 1.798  0.121
H -6.614 3.094 0.399  0.045
H -8.226 2.395 0.645  0.077
H -7.031 1.583 -0.394  0.085
H -4.322 3.824 1.187  0.051
H -3.743 3.583 2.861  0.096
H -5.453 3.463 2.513  0.073
O 8.253 -0.313 -2.017  0.054
C 7.610 -0.716 -1.051  -0.506
O 6.291 -0.983 -1.165  -0.008
C 5.489 -1.612 -0.148  -0.239
C 5.006 -0.593 0.866  -0.071
C 8.257 -0.836 0.299  -0.004
H 6.023 -2.447 0.313  0.115
H 4.623 -2.044 -0.660  0.035
H 5.840 -0.118 1.390  0.045
H 4.356 -1.065 1.607  0.082
H 4.450 0.208 0.367  0.084
H 8.282 0.149 0.778  0.058
H 9.286 -1.195 0.161  0.091
H 7.772 -1.547 0.964  0.072
O 7.188 1.529 1.410  0.042
C 6.673 2.627 1.604  -0.465
O 6.335 3.018 2.852  0.005
C 5.883 4.339 3.205  -0.229
C 4.394 4.485 2.957  -0.066
C 6.325 3.521 0.448  0.019
H 6.474 5.105 2.696  0.112
H 6.080 4.457 4.275  0.122
H 4.146 4.354 1.900  0.069
H 4.046 5.472 3.273  0.081
H 3.838 3.720 3.508  0.090
H 5.374 3.197 0.012  0.104
H 7.117 3.434 -0.309  0.102
H 6.262 4.576 0.704  0.067
O -4.993 4.317 -0.345  0.031
C -4.362 4.519 -1.379  -0.457
O -3.925 5.759 -1.688  0.003
C -3.043 6.070 -2.783  -0.226
C -3.820 6.225 -4.076  -0.070
C -4.143 3.409 -2.367  0.026
H -2.237 5.335 -2.859  0.118
H -2.568 7.025 -2.536  0.123
H -4.330 5.298 -4.353  0.068
H -3.154 6.511 -4.894  0.082
H -4.595 6.991 -3.966  0.084
H -5.039 3.290 -2.985  0.103
H -3.962 2.479 -1.811  0.106
H -3.279 3.551 -3.012  0.072

2.
The following is a quantum chemistry calculation of a cluster of 3 separate species, CH6O2 in total, from the Open Molecules 2025 dataset.

Summary:
calculated total energy: -5226.56088 eV
LUMO: 0.0226 hartree
orbital gap: 11.41 eV

Each line ends with the natural charge from an NBO analysis.
Positions of all 9 atoms, in Å:
C 0.266 1.185 0.383  -0.269
H -0.019 -2.194 -1.987  0.438
H -0.096 -1.386 -0.467  0.480
H -1.056 0.442 1.241  0.465
H 0.922 0.982 -0.398  0.180
H -0.071 2.253 0.376  0.176
H 0.724 0.691 1.208  0.180
O 0.178 -2.309 -0.695  -0.927
O -0.848 0.337 0.339  -0.723

3.
The following is a quantum chemistry calculation of a cluster of 2 separate species, C2H5N in total, from the Open Molecules 2025 dataset.

Summary:
calculated total energy: -3639.86975 eV
LUMO (spin up / spin down): 0.0271 / 0.0206 hartree
orbital gap (spin up / spin down): 9.14 / 8.05 eV

Each line ends with the natural charge from an NBO analysis.
Positions of all 8 atoms, in Å:
C -1.240 0.366 -0.019  0.139
C 1.521 -0.318 -0.005  -0.523
N -2.124 -0.427 0.059  -0.634
H -1.230 1.327 -0.482  0.144
H 1.962 -0.275 -1.003  0.165
H 1.199 -1.234 0.471  0.176
H 1.080 0.558 0.299  0.156
H -3.092 -0.349 0.241  0.377